1.
C30H34Cl2F9NO28P | ωB97M-V with the def2-TZVPD basis set

Geometry (Å):
C1 -1.390 -0.571 -1.236
C2 -0.045 0.193 -0.600
Cl1 -0.699 1.295 0.756
C3 0.909 -0.949 0.087
N1 2.102 -0.417 0.850
P1 2.879 0.961 0.029
O1 4.035 0.390 -1.148
Cl2 4.106 1.882 1.558
H1 -1.100 -1.492 -1.898
H2 -2.124 -0.805 -0.355
H3 -1.946 0.200 -1.955
H4 0.435 0.767 -1.502
H5 1.187 -1.765 -0.735
H6 0.237 -1.533 0.882
H7 3.475 0.126 -1.947
C4 -3.055 -5.084 1.484
C5 -2.349 -3.832 1.878
O2 -1.618 -3.488 0.722
C6 -2.347 -3.982 -0.318
O3 -2.187 -3.653 -1.482
O4 -3.284 -4.885 0.103
F1 -1.474 -4.067 2.881
H8 -2.441 -5.979 1.625
H9 -3.998 -5.217 2.022
H10 -3.016 -3.007 2.150
C7 -0.570 4.968 1.377
C8 -0.311 5.028 2.844
O5 -0.477 6.393 3.153
C9 -1.378 6.856 2.241
O6 -1.981 7.911 2.350
O7 -1.531 5.989 1.194
F2 0.965 4.680 3.123
H11 0.319 5.196 0.780
H12 -0.964 3.998 1.064
H13 -1.001 4.428 3.446
C10 -3.213 10.267 -0.076
C11 -2.507 11.519 0.318
O8 -1.776 11.862 -0.837
C12 -2.504 11.369 -1.877
O9 -2.345 11.698 -3.041
O10 -3.442 10.465 -1.457
F3 -1.632 11.283 1.321
H14 -2.599 9.371 0.065
H15 -4.156 10.134 0.462
H16 -3.174 12.344 0.591
C13 2.624 -0.612 5.223
C14 1.604 -1.559 4.691
O11 0.476 -1.320 5.502
C15 0.579 -0.014 5.877
O12 -0.337 0.636 6.352
O13 1.834 0.481 5.649
F4 1.995 -2.841 4.872
H17 3.173 -1.017 6.079
H18 3.342 -0.302 4.460
H19 1.343 -1.394 3.640
C16 6.066 -1.328 -3.237
C17 6.372 -0.537 -4.462
O14 5.741 -1.264 -5.491
C18 4.681 -1.877 -4.892
O15 3.744 -2.370 -5.498
O16 4.792 -1.865 -3.529
F5 7.702 -0.520 -4.706
H20 6.776 -2.146 -3.072
H21 6.033 -0.707 -2.338
H22 5.984 0.487 -4.444
C19 -5.989 1.268 0.009
C20 -5.863 0.879 1.442
O17 -5.557 -0.496 1.384
C21 -4.895 -0.663 0.205
O18 -4.233 -1.648 -0.075
O19 -5.057 0.414 -0.624
F6 -7.043 1.025 2.086
H23 -6.988 1.078 -0.396
H24 -5.736 2.318 -0.161
H25 -5.074 1.409 1.984
C22 3.866 -3.763 -0.891
C23 4.679 -4.993 -1.111
O20 4.230 -5.869 -0.102
C24 2.935 -5.511 0.127
O21 2.129 -6.204 0.727
O22 2.646 -4.284 -0.405
F7 5.992 -4.746 -0.906
H26 4.301 -3.096 -0.140
H27 3.711 -3.197 -1.814
H28 4.536 -5.457 -2.092
C25 -1.018 3.881 -3.745
C26 -1.837 3.933 -2.500
O23 -1.030 3.279 -1.548
C27 0.251 3.503 -1.954
O24 1.233 3.334 -1.250
O25 0.303 3.949 -3.247
F8 -2.981 3.228 -2.645
H29 -1.150 2.946 -4.299
H30 -1.228 4.719 -4.416
H31 -2.065 4.947 -2.155
C28 0.756 -9.036 -0.382
C29 0.167 -10.023 0.567
O26 -1.097 -10.303 0.009
C30 -0.940 -10.124 -1.333
O27 -1.723 -10.531 -2.174
O28 0.208 -9.438 -1.621
F9 -0.019 -9.469 1.786
H32 0.450 -8.007 -0.166
H33 1.848 -9.080 -0.403
H34 0.740 -10.951 0.663

- HOMO-LUMO gap: 5.50 eV
- HOMO: -3.9 eV
- 2S+1: 1
- LUMO level: 1.589 eV
- Net charge: -1

2.
C30H34Cl57FN5O4P2S | ωB97M-V with the def2-TZVPD basis set

Geometry (Å):
C1 -1.447 2.767 4.507
C2 -0.593 1.491 4.689
C3 -0.328 0.722 3.383
C4 -1.195 -0.568 3.097
Cl1 -2.851 -0.280 3.702
C5 -0.480 -1.694 3.906
C6 -1.397 -2.802 4.458
C7 -2.084 -3.736 3.465
F1 -2.848 -3.077 2.516
C8 0.820 -2.175 3.197
C9 1.337 -3.523 3.728
S1 2.952 -4.010 3.079
O1 3.962 -3.773 4.073
O2 2.790 -5.390 2.671
N1 0.798 -2.113 1.684
P1 0.258 -3.501 0.794
N2 0.686 -3.261 -0.702
C10 0.105 -0.965 1.242
N3 0.772 -0.081 0.560
P2 2.464 -0.167 0.036
N4 2.614 0.879 -1.102
N5 -1.201 -0.854 1.609
C11 -1.994 0.084 0.793
C12 -1.903 -0.183 -0.732
C13 -2.342 -1.601 -1.126
C14 -1.822 -1.962 -2.535
O3 -2.155 -0.925 -3.463
C15 -1.113 -0.658 -4.354
C16 -0.257 0.571 -4.151
O4 -0.915 -1.410 -5.327
H1 -1.507 3.048 3.453
H2 -1.067 3.575 5.128
H3 -2.462 2.552 4.808
H4 0.386 1.857 5.019
H5 -0.954 0.866 5.507
H6 0.724 0.417 3.427
H7 -0.406 1.448 2.572
H8 -0.142 -1.160 4.799
H9 -2.181 -2.384 5.091
H10 -0.843 -3.463 5.133
H11 -2.768 -4.367 4.044
H12 -1.383 -4.444 3.005
H13 1.604 -1.471 3.501
H14 1.529 -3.346 4.790
H15 0.619 -4.333 3.638
H16 3.164 -3.284 1.942
H17 0.906 -4.638 1.302
H18 -1.138 -3.682 0.859
H19 -0.137 -3.284 -1.296
H20 0.296 0.773 0.276
H21 3.249 0.133 1.167
H22 2.703 -1.483 -0.392
H23 2.906 0.433 -1.973
H24 -3.055 0.043 1.027
H25 -1.699 1.134 0.931
H26 -0.948 0.114 -1.167
H27 -2.639 0.501 -1.159
H28 -3.431 -1.584 -1.230
H29 -2.052 -2.362 -0.401
H30 -2.186 -2.940 -2.854
H31 -0.724 -1.999 -2.472
H32 -0.086 0.838 -3.106
H33 -0.685 1.440 -4.653
H34 0.719 0.397 -4.604
C17 6.206 -2.910 0.562
Cl2 4.967 -1.664 0.849
Cl3 7.079 -3.223 2.064
Cl4 5.420 -4.391 0.013
Cl5 7.323 -2.329 -0.666
C18 4.065 0.881 -5.487
Cl6 4.892 2.421 -5.728
Cl7 2.848 0.646 -6.742
Cl8 5.236 -0.439 -5.537
Cl9 3.257 0.878 -3.903
C19 -6.455 2.585 5.871
Cl10 -7.505 1.761 7.022
Cl11 -5.111 1.521 5.414
Cl12 -7.373 3.014 4.426
Cl13 -5.785 4.045 6.608
C20 -3.720 3.270 -4.958
Cl14 -3.936 4.643 -3.869
Cl15 -2.307 3.549 -5.984
Cl16 -3.469 1.794 -4.009
Cl17 -5.152 3.074 -5.961
C21 7.354 1.910 2.565
Cl18 7.629 2.622 4.159
Cl19 8.523 2.551 1.412
Cl20 7.512 0.155 2.651
Cl21 5.715 2.325 2.024
C22 -6.544 5.534 1.761
Cl22 -5.270 4.331 1.492
Cl23 -6.460 6.774 0.507
Cl24 -8.121 4.739 1.704
Cl25 -6.309 6.271 3.343
C23 0.513 -3.289 -7.540
Cl26 -0.172 -4.050 -6.093
Cl27 1.676 -4.387 -8.291
Cl28 -0.781 -2.910 -8.681
Cl29 1.342 -1.797 -7.074
C24 -7.965 0.408 -6.872
Cl30 -8.425 2.021 -7.429
Cl31 -8.954 -0.804 -7.689
Cl32 -6.260 0.129 -7.237
Cl33 -8.216 0.297 -5.125
C25 -3.026 7.757 5.643
Cl34 -3.745 9.351 5.868
Cl35 -4.117 6.515 6.274
Cl36 -2.803 7.427 3.926
Cl37 -1.469 7.682 6.476
C26 8.754 0.950 -2.745
Cl38 9.936 2.261 -2.788
Cl39 7.356 1.381 -3.741
Cl40 9.489 -0.530 -3.373
Cl41 8.231 0.684 -1.079
C27 4.326 4.695 -2.477
Cl42 5.201 6.211 -2.691
Cl43 3.137 4.512 -3.773
Cl44 5.476 3.350 -2.514
Cl45 3.495 4.698 -0.916
C28 -2.089 -6.496 -10.132
Cl46 -0.975 -7.656 -10.862
Cl47 -2.229 -5.078 -11.179
Cl48 -3.679 -7.243 -9.942
Cl49 -1.475 -6.008 -8.548
C29 -4.406 -7.189 6.050
Cl50 -3.455 -5.701 5.822
Cl51 -5.417 -7.448 4.628
Cl52 -3.307 -8.551 6.257
Cl53 -5.419 -7.015 7.480
C30 7.197 6.480 1.792
Cl54 6.773 8.191 1.842
Cl55 6.071 5.588 0.763
Cl56 8.833 6.298 1.148
Cl57 7.124 5.776 3.412

- HOMO-LUMO gap: 7.65 eV
- HOMO: -11.9 eV
- 2S+1: 1
- LUMO level: -4.250 eV
- Net charge: +1

3.
C30H34F3IrN6O8S2 | ωB97M-V with the def2-TZVPD basis set

Geometry (Å):
Ir1 0.094 2.034 -0.595
C1 -1.488 -5.435 2.658
O1 -0.339 -6.137 2.216
C2 0.161 -5.813 1.000
C3 -0.510 -5.035 0.060
C4 0.120 -4.672 -1.120
C5 1.446 -5.066 -1.372
C6 2.060 -5.956 -0.469
C7 1.431 -6.314 0.697
N1 2.201 -4.573 -2.400
N2 1.782 -3.698 -3.238
C8 1.526 -2.401 -3.037
C9 1.007 -1.656 -4.117
C10 0.476 -0.386 -3.953
C11 0.436 0.206 -2.702
O2 -0.151 1.379 -2.462
C12 1.056 -0.476 -1.624
N3 1.031 0.189 -0.434
C13 1.628 -0.325 0.624
C14 2.357 -1.515 0.533
C15 2.393 -2.206 -0.654
C16 1.675 -1.726 -1.763
H1 -1.634 -5.722 3.695
H2 -2.376 -5.711 2.085
H3 -1.335 -4.355 2.596
H4 -1.528 -4.719 0.242
H5 -0.395 -4.064 -1.855
H6 3.057 -6.315 -0.695
H7 1.911 -6.969 1.414
H8 1.008 -2.130 -5.089
H9 0.078 0.158 -4.800
H10 1.560 0.227 1.553
H11 2.905 -1.865 1.397
H12 2.988 -3.103 -0.741
O3 0.222 2.368 1.323
N4 -0.510 3.341 1.908
C17 -0.510 3.355 3.258
C18 -1.199 4.318 3.927
C19 -1.872 5.306 3.193
C20 -1.848 5.267 1.824
C21 -1.162 4.242 1.153
S1 -1.144 4.089 -0.552
H13 0.094 2.583 3.714
H14 -1.207 4.308 5.006
H15 -2.399 6.096 3.712
H16 -2.344 6.010 1.216
C22 -1.597 -1.429 1.084
N5 -2.479 -1.126 -0.031
C23 -3.205 -2.255 -0.592
C24 -3.729 -1.917 -1.971
C25 -4.487 -0.609 -1.879
N6 -3.597 0.425 -1.374
C26 -3.819 1.790 -1.820
C27 -2.696 0.175 -0.389
O4 -2.069 1.098 0.168
H17 -2.155 -1.934 1.879
H18 -1.182 -0.504 1.471
H19 -0.778 -2.074 0.754
H20 -4.034 -2.533 0.071
H21 -2.523 -3.105 -0.645
H22 -4.369 -2.715 -2.344
H23 -2.889 -1.792 -2.659
H24 -5.357 -0.720 -1.221
H25 -4.846 -0.297 -2.858
H26 -4.744 2.197 -1.401
H27 -3.879 1.806 -2.909
H28 -2.989 2.409 -1.502
C28 3.447 5.473 -1.102
C29 2.053 4.931 -0.855
O5 1.973 3.556 -1.266
H29 3.502 6.518 -0.789
H30 3.700 5.405 -2.161
H31 4.180 4.904 -0.528
H32 1.316 5.472 -1.444
H33 1.802 5.023 0.202
H34 2.541 3.050 -0.648
F1 5.185 3.770 1.988
C30 4.592 2.776 2.663
F2 4.747 3.010 3.967
F3 5.240 1.638 2.369
S2 2.819 2.637 2.184
O6 2.317 3.983 2.342
O7 2.311 1.650 3.116
O8 2.949 2.181 0.800

- HOMO-LUMO gap (alpha / beta): 6.78 / 6.55 eV
- Energy relative to the best compared isomer or geometry (same formula, charge and spin): 0.6329 eV
- HOMO (alpha / beta): -6.9 / -8.2 eV
- 2S+1: 5
- LUMO level (alpha / beta): -0.165 / -1.690 eV
- Net charge: 0

4.
C30H34F3NO9P | ωB97M-V with the def2-TZVPD basis set

Geometry (Å):
C1 -0.087 -1.625 0.499
C2 -0.462 -0.739 1.665
C3 0.138 -1.233 2.983
C4 1.555 -0.734 3.200
C5 1.597 0.780 3.525
P1 2.907 1.556 2.592
C6 2.550 1.318 0.836
C7 3.551 1.948 -0.132
O1 3.286 3.297 -0.412
C8 3.570 1.156 -1.475
F1 3.452 2.003 -2.503
F2 4.724 0.485 -1.611
F3 2.531 0.294 -1.542
N1 3.281 3.169 2.978
C9 3.410 3.323 4.397
C10 3.401 4.710 4.952
O2 3.561 2.339 5.093
C11 2.449 4.243 2.344
C12 0.940 4.148 2.355
O3 3.020 5.180 1.829
H1 -0.483 -1.262 -0.437
H2 -0.458 -2.621 0.690
H3 0.991 -1.723 0.388
H4 -0.119 0.282 1.479
H5 -1.529 -0.694 1.774
H6 0.204 -2.313 2.910
H7 -0.507 -1.018 3.824
H8 2.001 -1.289 4.014
H9 2.160 -0.978 2.333
H10 0.631 1.217 3.313
H11 1.750 0.877 4.588
H12 4.066 0.824 2.849
H13 2.602 0.244 0.701
H14 1.525 1.583 0.609
H15 4.542 1.922 0.309
H16 2.366 3.470 -0.210
H17 3.716 5.451 4.231
H18 4.093 4.741 5.774
H19 2.398 4.967 5.272
H20 0.620 3.962 1.338
H21 0.564 5.128 2.601
H22 0.555 3.401 3.032
C13 -2.967 -6.064 1.443
C14 -2.438 -4.876 1.716
C15 -3.292 -3.678 1.900
O4 -2.810 -2.588 2.147
C16 -4.756 -3.853 1.771
C17 -5.287 -5.040 1.500
C18 -4.437 -6.239 1.312
O5 -4.918 -7.320 1.059
H23 -2.363 -6.952 1.303
H24 -1.370 -4.729 1.818
H25 -5.358 -2.964 1.904
H26 -6.354 -5.187 1.396
C19 1.497 6.205 -6.271
C20 0.828 6.491 -5.158
C21 1.344 6.088 -3.827
O6 0.736 6.341 -2.808
C22 2.633 5.356 -3.783
C23 3.303 5.067 -4.895
C24 2.788 5.470 -6.229
O7 3.396 5.209 -7.241
H27 1.139 6.488 -7.253
H28 -0.114 7.025 -5.166
H29 2.991 5.072 -2.801
H30 4.243 4.531 -4.885
C25 -5.926 -5.892 -2.440
C26 -6.142 -6.775 -3.411
C27 -5.191 -6.922 -4.542
O8 -5.385 -7.722 -5.428
C28 -3.990 -6.047 -4.545
C29 -3.776 -5.166 -3.573
C30 -4.727 -5.020 -2.445
O9 -4.529 -4.217 -1.554
H31 -6.606 -5.769 -1.606
H32 -7.009 -7.422 -3.426
H33 -3.309 -6.171 -5.378
H34 -2.908 -4.518 -3.556

- HOMO-LUMO gap: 8.38 eV
- HOMO: -11.7 eV
- 2S+1: 1
- LUMO level: -3.343 eV
- Net charge: +1